[1]
Density functional theory data (ωB97M-V with the def2-TZVPD basis set) for a molecular structure, C11H17ClINO2PTl.

CARTESIAN COORDINATES (ANGSTROEM)
C (-0.035, -6.913, -2.202)
C (0.706, -5.605, -2.177)
H (0.482, -7.611, -2.865)
H (-1.059, -6.736, -2.543)
H (-0.091, -7.309, -1.184)
O (1.699, -5.311, -2.755)
I (-0.309, -4.122, -0.837)
Tl (0.845, 0.504, 0.290)
P (-0.529, 1.172, -1.453)
C (0.135, 2.399, -2.640)
C (-1.078, -0.206, -2.528)
H (-2.598, 1.218, -0.225)
H (-2.757, 2.147, -1.752)
H (-1.892, 2.843, -0.349)
C (-2.106, 1.923, -0.900)
H (-1.540, -0.967, -1.893)
H (-1.794, 0.140, -3.281)
H (-0.602, 2.634, -3.416)
H (1.039, 2.000, -3.107)
H (-0.208, -0.645, -3.023)
H (0.402, 3.314, -2.104)
C (2.222, 1.574, -0.233)
O (3.108, 2.262, -0.569)
Cl (-0.959, -0.899, 0.975)
C (0.571, 2.496, 4.776)
C (0.806, 1.128, 4.633)
C (0.870, 0.576, 3.351)
N (0.703, 1.367, 2.254)
C (0.472, 2.705, 2.377)
C (0.401, 3.292, 3.643)
H (0.522, 2.937, 5.763)
H (0.941, 0.501, 5.505)
H (1.060, -0.483, 3.234)
H (0.348, 3.319, 1.494)
H (0.222, 4.355, 3.743)

HOMO: -14.090 eV
Frontier orbital gap: 0.1606 Eh
Charge: +2
Max |F|: 16.6 eV/A

Atom charges from the Mulliken analysis, given in e for atoms 1 to 4:
1. C -0.9021
2. C 0.4745
3. H 0.3019
4. H 0.3213

=====

[2]
Density functional theory data (ωB97M-V with the def2-TZVPD basis set) for C11H17ClN2O3 in the gas phase.

CARTESIAN COORDINATES (ANGSTROEM)
C (-0.547, 1.565, -0.646)
N (-1.177, 2.174, 0.520)
C (-2.254, 3.110, 0.088)
C (-0.127, 3.024, 1.143)
C (-1.745, 1.084, 1.468)
Cl (-2.978, 1.793, 2.604)
C (-0.829, 0.134, 2.215)
O (0.179, -0.351, 1.265)
C (-0.219, -1.428, 0.502)
O (-1.391, -1.812, 0.438)
C (0.778, -1.988, -0.391)
C (0.356, -2.378, -1.645)
N (1.326, -2.933, -2.547)
O (0.926, -3.584, -3.480)
C (2.775, -3.094, -2.234)
C (3.034, -2.801, -0.771)
C (2.061, -2.355, 0.106)
H (-1.004, 0.623, -0.859)
H (-0.750, 2.222, -1.340)
H (0.569, 1.495, -0.520)
H (-2.929, 2.612, -0.612)
H (-1.938, 4.026, -0.476)
H (-2.766, 3.350, 1.105)
H (-0.573, 3.915, 1.508)
H (0.413, 2.325, 1.848)
H (0.681, 3.303, 0.444)
H (-2.238, 0.277, 0.913)
H (-1.469, -0.678, 2.596)
H (-0.286, 0.653, 3.071)
H (-0.672, -2.278, -2.008)
H (3.504, -2.602, -2.760)
H (3.007, -4.138, -2.375)
H (3.982, -2.981, -0.241)
H (2.303, -2.284, 1.072)

HOMO: -4.446 eV
Frontier orbital gap: 0.1510 Eh
Charge: 0
Relative energy (zero: lowest compared OMol25 entry of this formula, charge and spin): 7.601 eV
Max |F|: 7.3 eV/A
SMILES string: C[N+](C)(C)[C@H](Cl)COC(=O)C1=CN([O-])CC=C1

Atom charges from the natural (NBO) analysis, given in e for atoms 1 to 4:
1. C -0.3830
2. N -0.2398
3. C -0.4462
4. C -0.4201

=====

[3]
Density functional theory data (ωB97M-V with the def2-TZVPD basis set) for 3 unconnected molecules or ions with the total composition C11H17F2N4O7S.

CARTESIAN COORDINATES (ANGSTROEM)
C (-1.791, -0.750, 0.285)
C (-0.407, -0.824, -0.346)
O (0.470, -1.705, 0.357)
C (0.223, 0.564, -0.522)
N (0.776, 1.127, 0.708)
N (1.595, 0.416, 1.538)
C (1.947, 1.243, 2.538)
N (2.737, 0.890, 3.553)
N (1.400, 2.452, 2.366)
C (0.688, 2.352, 1.244)
S (-0.218, 3.636, 0.486)
H (-1.881, 0.065, 1.007)
H (-2.013, -1.694, 0.785)
H (-2.562, -0.625, -0.472)
H (-0.477, -1.219, -1.360)
H (0.103, -1.857, 1.235)
H (1.004, 0.560, -1.284)
H (-0.555, 1.261, -0.829)
H (1.871, -0.544, 1.354)
H (2.826, 1.530, 4.324)
H (3.210, 0.004, 3.588)
H (-0.811, 3.971, 1.641)
C (4.835, -0.096, 0.273)
C (4.941, -1.420, 0.997)
O (5.263, -2.304, -0.030)
C (5.887, -1.595, -1.036)
O (6.463, -2.077, -1.939)
O (5.735, -0.259, -0.808)
F (3.733, -1.767, 1.566)
H (3.822, 0.039, -0.118)
H (5.121, 0.762, 0.877)
H (5.697, -1.470, 1.782)
C (-6.845, -0.211, -2.814)
C (-5.461, 0.350, -3.089)
O (-4.895, 0.413, -1.790)
C (-5.537, -0.492, -0.994)
O (-5.169, -0.810, 0.088)
O (-6.626, -0.971, -1.622)
F (-5.492, 1.592, -3.617)
H (-7.545, 0.599, -2.606)
H (-7.230, -0.854, -3.598)
H (-4.832, -0.281, -3.720)

HOMO: -13.382 eV
Frontier orbital gap: 0.3832 Eh
Charge: +1
Relative energy (zero: lowest compared OMol25 entry of this formula, charge and spin): 0.000 eV
Max |F|: 0.7 eV/A

Atom charges from the natural (NBO) analysis, given in e for atoms 1 to 4:
1. C -0.6543
2. C 0.0823
3. O -0.7227
4. C -0.2497

=====

[4]
Density functional theory data (ωB97M-V with the def2-TZVPD basis set) for C11H17F3N3O6PS in the gas phase.

CARTESIAN COORDINATES (ANGSTROEM)
C (-2.375, 3.300, 0.183)
C (-2.731, 2.060, 0.524)
C (-3.291, 1.017, -0.414)
C (-2.457, 0.817, -1.676)
F (-3.263, 0.786, -2.791)
O (-1.740, -0.371, -1.605)
C (-0.367, -0.235, -1.951)
C (0.450, 0.437, -0.838)
N (0.901, -0.574, 0.144)
C (-0.204, -1.270, 0.804)
C (0.244, -2.371, 1.759)
C (1.147, -3.408, 1.115)
N (0.678, -4.103, -0.047)
O (2.212, -3.659, 1.590)
N (1.838, -0.053, 1.072)
C (1.295, 0.603, 2.209)
O (1.329, 0.283, 3.341)
F (0.628, 1.710, 1.804)
C (3.052, -0.718, 1.277)
O (3.771, -0.594, 2.194)
F (3.368, -1.427, 0.194)
P (1.781, 1.496, -1.546)
O (2.429, 2.381, -0.374)
O (2.959, 0.520, -1.980)
S (1.095, 2.584, -2.974)
H (-1.984, 3.543, -0.801)
H (-2.445, 4.090, 0.922)
H (-2.634, 1.772, 1.568)
H (-3.311, 0.056, 0.109)
H (-4.326, 1.247, -0.663)
H (-1.766, 1.656, -1.802)
H (0.024, -1.246, -2.085)
H (-0.270, 0.278, -2.907)
H (-0.205, 1.159, -0.323)
H (-0.887, -0.584, 1.331)
H (-0.816, -1.733, 0.032)
H (-0.677, -2.884, 2.063)
H (0.715, -2.010, 2.672)
H (0.646, -3.502, -0.862)
H (-0.243, -4.493, 0.126)
H (1.765, 3.014, -0.065)
H (3.666, 0.423, -1.327)

HOMO: -9.545 eV
Frontier orbital gap: 0.3605 Eh
Charge: 0
Max |F|: 1.1 eV/A
SMILES string: C=CC[C@H](F)OC[C@@H](N(CCC(N)=O)N(C(=O)F)C(=O)F)P(O)(O)=S

Atom charges from the natural (NBO) analysis, given in e for atoms 1 to 4:
1. C -0.4001
2. C -0.1823
3. C -0.5055
4. C 0.4717

=====

[5]
Density functional theory data (ωB97M-V with the def2-TZVPD basis set) for 5 unconnected molecules or ions with the total composition C11H17F7O19S5.

CARTESIAN COORDINATES (ANGSTROEM)
O (0.625, -3.440, 0.370)
S (0.407, -2.263, -0.589)
O (-0.751, -2.851, -1.677)
O (1.923, -2.052, -1.344)
C (2.313, -0.641, -1.352)
F (3.505, -0.601, -2.196)
F (1.329, 0.162, -2.020)
C (2.770, -0.092, 0.099)
F (2.904, -1.115, 1.107)
F (4.103, 0.487, -0.054)
C (1.847, 1.082, 0.724)
F (2.270, 2.351, 0.158)
F (2.167, 1.140, 2.144)
F (0.436, 0.865, 0.640)
H (-1.254, -2.054, -1.989)
C (-0.482, 2.167, -5.814)
C (0.732, 1.271, -5.607)
O (0.254, 0.176, -4.826)
S (-1.297, -0.114, -5.213)
O (-1.330, -1.185, -6.167)
O (-2.070, -0.122, -4.003)
O (-1.582, 1.277, -6.002)
H (-0.682, 2.773, -4.926)
H (-0.369, 2.821, -6.681)
H (1.545, 1.785, -5.093)
H (1.097, 0.874, -6.559)
C (-1.374, 3.481, 2.258)
C (-1.420, 3.253, 0.751)
O (-2.710, 3.718, 0.343)
S (-3.153, 4.953, 1.303)
O (-2.840, 6.183, 0.631)
O (-4.453, 4.668, 1.839)
O (-2.047, 4.721, 2.473)
H (-1.920, 2.700, 2.792)
H (-0.351, 3.531, 2.637)
H (-1.286, 2.206, 0.484)
H (-0.665, 3.859, 0.239)
C (-5.664, -0.330, 2.151)
C (-4.962, 0.240, 3.377)
O (-3.611, 0.449, 2.967)
S (-3.590, 0.831, 1.386)
O (-3.510, 2.263, 1.265)
O (-2.676, -0.049, 0.717)
O (-5.108, 0.370, 1.037)
H (-5.443, -1.394, 2.030)
H (-6.745, -0.186, 2.191)
H (-5.006, -0.435, 4.232)
H (-5.384, 1.210, 3.658)
C (3.918, -4.785, 1.836)
C (4.647, -3.449, 1.883)
O (5.452, -3.507, 3.060)
S (5.917, -5.044, 3.309)
O (7.239, -5.206, 2.774)
O (5.569, -5.412, 4.650)
O (4.868, -5.751, 2.288)
H (3.068, -4.796, 2.523)
H (3.574, -5.032, 0.830)
H (3.960, -2.603, 1.927)
H (5.313, -3.333, 1.023)

HOMO: -10.361 eV
Frontier orbital gap: 0.3682 Eh
Charge: 0
Max |F|: 7.1 eV/A

Atom charges from the natural (NBO) analysis, given in e for atoms 1 to 4:
1. O -0.8517
2. S 1.6374
3. O -0.8301
4. O -0.6675

=====

[6]
Density functional theory data (ωB97M-V with the def2-TZVPD basis set) for a gas-phase ion, C11H17N2O2 (charge +1).

CARTESIAN COORDINATES (ANGSTROEM)
C (3.199, -0.113, 1.687)
C (3.216, 0.056, 0.077)
O (3.283, -0.980, -0.620)
O (3.183, 1.390, -0.406)
C (1.923, 1.696, -1.054)
C (0.698, 1.875, -0.004)
C (-0.668, 1.750, -0.850)
C (-1.994, 1.843, 0.035)
C (-2.232, 0.587, 1.006)
C (-1.773, -0.816, 0.350)
C (-2.767, -1.849, -0.219)
C (-2.295, -3.177, -0.840)
C (-0.732, -3.341, -0.764)
N (-0.025, -2.270, -0.160)
N (-0.398, -1.110, 0.342)
H (3.900, -0.934, 2.048)
H (2.118, -0.306, 2.006)
H (3.476, 0.914, 2.133)
H (2.062, 2.724, -1.559)
H (1.656, 0.964, -1.899)
H (0.783, 1.083, 0.812)
H (0.750, 2.918, 0.486)
H (-0.667, 0.811, -1.503)
H (-0.660, 2.643, -1.583)
H (-1.948, 2.793, 0.680)
H (-2.891, 1.915, -0.681)
H (-3.371, 0.493, 1.167)
H (-1.797, 0.721, 2.063)
H (-3.881, -1.591, -0.192)
H (-2.964, -3.982, -1.283)
H (-0.188, -4.268, -1.171)
H (1.005, -2.440, -0.106)

HOMO: -13.104 eV
Frontier orbital gap: 0.2894 Eh
Charge: +1
Relative energy (zero: lowest compared OMol25 entry of this formula, charge and spin): 3.594 eV
Max |F|: 5.2 eV/A
SMILES string: CC(=O)OCCCCCc1ccc[nH+]n1

Atom charges from the natural (NBO) analysis, given in e for atoms 1 to 4:
1. C -0.7405
2. C 0.8282
3. O -0.5932
4. O -0.5357